Record 1
The following is a quantum chemistry calculation of a 2-piece molecular cluster, C5H10Br2OSi overall, from OMol25.

```
19
Properties=species:S:1:pos:R:3:mulliken_charge:R:1
C -4.08 0.39 -1.01 0.16
C 0.48 0.02 -1.78 -1.01
C 2.23 -1.13 0.55 -1.12
C 0.84 1.68 0.93 -1.16
C -0.76 -0.92 0.88 -0.51
O -2.94 0.15 -0.84 -0.07
Si 0.72 -0.04 0.11 0.58
Br -5.33 0.80 0.41 -0.08
Br -1.34 -2.56 0.29 -0.11
H 0.61 -0.96 -2.22 0.32
H -0.52 0.37 -2.03 0.25
H 1.19 0.70 -2.24 0.35
H 2.47 -1.82 -0.25 0.30
H 3.11 -0.52 0.73 0.35
H 2.05 -1.72 1.44 0.33
H 0.79 2.47 0.19 0.33
H 0.04 1.85 1.64 0.33
H 1.78 1.78 1.46 0.34
H -1.33 -0.55 1.72 0.43
```

ΔE to the lowest compared entry with this formula, charge and spin = 0.0 kJ/mol
Kohn-Sham gap (spin up / spin down) = 6.0 / 9.4 eV
E_tot = -5709.18903 hartree
HOMO level (spin up / spin down) = -7.9 / -9.5 eV
LUMO level (spin up / spin down) = -0.0711 / -0.0042 Eh
Molar mass = 274.03 u

---

Record 2
The following is a quantum chemistry calculation of C22H23I2N5S8Sn as an isolated structure, from OMol25.

```
61
Properties=species:S:1:pos:R:3:mulliken_charge:R:1
Sn 2.12 -1.82 -0.42 0.64
N 1.68 -4.52 -1.08 -0.46
N 2.63 -5.45 -0.68 -0.25
C 3.73 -5.10 0.01 0.75
N 4.56 -6.08 0.35 -0.41
S 4.11 -3.52 0.50 -0.34
H 0.81 -4.65 -0.57 0.30
H 1.47 -4.66 -2.07 0.29
H 2.45 -6.43 -0.85 0.21
H 4.41 -7.05 0.10 0.21
H 5.41 -5.85 0.84 0.21
S -1.07 -2.10 -0.31 -0.12
C -1.27 -0.46 -0.02 0.21
N -2.00 0.00 0.99 0.24
C -2.11 1.43 1.21 -0.81
C -2.27 2.13 -0.11 -0.48
N -1.17 1.77 -0.99 0.17
C -0.67 2.86 -1.85 -2.03
C 0.23 3.79 -1.05 0.78
C -0.30 4.95 -0.50 -0.22
C 0.49 5.77 0.30 -0.79
C 1.81 5.43 0.56 -0.47
C 2.35 4.29 -0.02 -0.70
C 1.56 3.47 -0.82 -0.07
C -0.65 0.55 -0.96 0.45
S 0.62 0.11 -1.98 -0.35
C -2.72 -0.85 1.94 -1.62
C -4.21 -0.75 1.72 0.61
C -4.78 -1.27 0.56 -0.19
C -6.14 -1.18 0.35 -0.74
C -6.95 -0.56 1.29 -0.44
C -6.39 -0.03 2.45 -0.66
C -5.02 -0.12 2.66 -0.30
H -1.22 1.80 1.73 0.27
H -2.98 1.61 1.84 0.47
H -2.24 3.21 0.05 0.38
H -3.23 1.88 -0.57 0.28
H -1.54 3.41 -2.21 0.48
H -0.15 2.43 -2.70 0.71
H -1.32 5.24 -0.71 0.46
H 0.07 6.67 0.72 0.40
H 2.42 6.07 1.18 0.41
H 3.39 4.03 0.16 0.39
H 2.00 2.60 -1.29 0.48
H -2.47 -0.52 2.95 0.45
H -2.37 -1.87 1.82 0.66
H -4.15 -1.77 -0.17 0.37
H -6.58 -1.59 -0.55 0.42
H -8.02 -0.50 1.14 0.40
H -7.02 0.45 3.18 0.40
H -4.59 0.28 3.56 0.40
S 8.30 0.59 -3.96 0.00
C 6.93 0.15 -3.23 0.11
S 6.38 0.84 -1.72 0.08
C 4.95 -0.10 -1.55 0.21
C 4.68 -1.03 -2.63 0.34
S 3.37 -2.06 -2.75 -0.17
S 5.85 -1.06 -3.89 0.07
S 4.00 0.13 -0.20 -0.14
I 0.74 -2.22 2.99 0.12
I 2.06 -2.76 5.24 -0.06
```

Net charge = +2
Kohn-Sham gap = 4.2 eV
E_tot = -5120.63023 hartree
HOMO level = -12.8 eV
LUMO level = -0.3147 Eh
Molar mass = 986.52 u

---

Record 3
The following is a quantum chemistry calculation of a 2-piece molecular cluster, C4H11NO overall, from OMol25.

```
17
Properties=species:S:1:pos:R:3:mulliken_charge:R:1
C -0.40 2.39 -1.57 -0.87
C -1.04 2.04 -0.45 0.09
N -0.47 1.59 0.73 -0.23
C -1.03 0.96 1.90 -0.34
C -0.01 -0.13 2.51 -1.13
H -0.77 2.38 -2.58 0.29
H 0.74 2.22 -1.55 0.16
H -2.11 2.17 -0.44 0.26
H 0.50 1.84 0.86 0.19
H -2.02 0.60 1.65 0.39
H -1.12 1.58 2.81 0.18
H 0.55 -0.66 1.75 0.34
H -0.59 -0.91 2.98 0.33
H 0.74 0.37 3.12 0.33
O 2.36 -5.32 -2.82 -0.64
H 1.56 -5.31 -3.36 0.32
H 2.06 -4.67 -2.17 0.32
```

ΔE to the lowest compared entry with this formula, charge and spin = 217.8 kJ/mol
Kohn-Sham gap = 8.7 eV
E_tot = -288.93408 hartree
HOMO level = -7.9 eV
LUMO level = 0.0301 Eh
Molar mass = 89.14 u
SMILES = C=CNCC.O

---

Record 4
The following is a quantum chemistry calculation of the molecule C3H8N2, from OMol25.

```
13
Properties=species:S:1:pos:R:3:mulliken_charge:R:1
H 0.49 -3.04 1.66 0.27
N 0.88 -2.54 0.87 -0.66
C 0.17 -1.49 0.84 -0.07
N 0.59 -0.26 0.18 -0.32
C -0.42 0.35 -0.69 -0.18
C -0.27 1.90 -0.71 -1.33
H -0.80 -1.47 1.34 0.30
H 1.64 -0.49 0.19 0.32
H -0.12 -0.05 -1.67 0.24
H -1.45 0.12 -0.33 0.32
H -1.00 2.54 -1.11 0.42
H -0.42 2.22 0.30 0.36
H 0.72 2.23 -0.87 0.33
```

ΔE to the lowest compared entry with this formula, charge and spin = 250.9 kJ/mol
Kohn-Sham gap = 10.1 eV
E_tot = -228.55309 hartree
HOMO level = -9.0 eV
LUMO level = 0.0397 Eh
Molar mass = 72.11 u
SMILES = [H]/N=C/NCC